No. 1
Computed, not measured: a molecular structure, C20H43InN2OP3S at a distorted geometry, with the ωB97M-V functional and the def2-TZVPD basis.

The value obtained for the energy above the lowest of the compared OMol25 structures with the same formula, charge and spin is 90.9 kcal per mole. Its max |F| is 0.0663 hartree/bohr. The net charge is +3. The electronic energy is -2583.8434 Ha. The value obtained for the LUMO energy (spin up / spin down) is -11.75 / -11.46 eV.

The geometry in XYZ format:
```
71
C20H43InN2OP3S, DFT the ωB97M-V functional and the def2-TZVPD basis
In 0.6632 -0.8762 0.5961
P 0.8022 -0.5700 -2.2877
P 0.7074 2.5816 -0.6958
P -2.1120 1.0466 -1.0031
H -0.9593 -3.5386 4.7529
C -1.6624 -4.0506 4.0941
C -1.4065 -4.8593 3.0553
H -0.4036 -4.9681 2.6132
C 2.3982 -1.4645 -2.4694
C 0.9534 0.5525 -3.7615
C -0.4161 -1.8112 -2.9002
C 0.4148 3.6350 0.7978
C 2.5446 2.7296 -0.8437
C 0.2004 3.7014 -2.0924
C -3.4094 -0.2407 -0.8600
C -2.7195 1.6697 -2.6439
C -2.8267 2.1705 0.2815
H -2.7247 -3.9435 4.3259
H -2.2487 -5.4470 2.6163
H 2.6178 -2.0003 -1.5357
H 3.2028 -0.7395 -2.6356
H 2.3686 -2.1736 -3.3099
H 1.7900 1.2425 -3.5974
H 0.0394 1.1499 -3.8880
H 1.1427 0.0081 -4.7017
H -0.7116 -2.4555 -2.0534
H 0.0086 -2.4386 -3.6941
H -1.3184 -1.3135 -3.2744
H 0.4944 4.7126 0.5561
H 1.1709 3.3666 1.5503
H -0.5740 3.4236 1.2129
H 2.8230 3.5881 -1.4845
H 2.9163 1.8062 -1.2987
H 2.9985 2.8507 0.1506
H -0.0021 4.7233 -1.7195
H -0.7013 3.2952 -2.5598
H 1.0073 3.7326 -2.8442
H -4.2669 0.1177 -1.4487
H -3.7135 -0.4187 0.1861
H -3.0199 -1.1627 -1.3016
H -3.7552 1.3455 -2.7899
H -2.1082 1.1981 -3.4385
H -2.6641 2.7599 -2.7441
H -3.9227 2.0953 0.2467
H -2.5250 3.2236 0.1687
H -2.4809 1.7958 1.2570
C -1.6516 -2.4658 1.4981
C -1.8483 -1.4132 2.5159
C -3.1575 -1.3685 3.1627
C -4.2030 -2.1479 2.7530
C -4.0206 -3.0519 1.6701
C -2.8573 -2.9693 0.8741
O -0.4318 -2.8988 1.2415
H -0.8917 -0.4352 1.9064
H -1.0160 -1.1864 3.2105
H -3.2702 -0.6522 3.9808
H -5.1883 -2.1190 3.2809
H -4.8623 -3.6908 1.4470
H -2.8056 -3.5350 -0.0721
S 2.8557 -1.6651 1.3160
C 3.8589 -0.2631 1.1658
N 3.8361 0.8731 1.8945
C 5.0689 1.6300 1.7397
C 5.7531 0.9421 0.5651
N 4.8314 -0.1301 0.2157
H 3.1418 1.0183 2.6439
H 5.6617 1.5577 2.6665
H 4.8739 2.6831 1.5246
H 6.7394 0.5496 0.8397
H 5.9097 1.6224 -0.2794
H 5.0616 -0.9342 -0.3450
```

Here are the Mulliken charges for atoms 1 to 6, given in e: atom 1 (In): 0.710, atom 2 (P): 0.907, atom 3 (P): 0.922, atom 4 (P): 1.179, atom 5 (H): 0.311, atom 6 (C): -0.482

No. 2
Computed, not measured: 2 unconnected molecules or ions with the total composition C20H22BN2O at a distorted geometry, with the ωB97M-V functional and the def2-TZVPD basis.

The value obtained for the energy above the lowest of the compared OMol25 structures with the same formula, charge and spin is 0.0 kcal per mole. Its max |F| is 0.0654 hartree/bohr. The net charge is +1. The electronic energy is -984.6519 Ha. The value obtained for the LUMO energy is -5.16 eV.

The geometry in XYZ format:
```
46
C20H22BN2O, DFT the ωB97M-V functional and the def2-TZVPD basis
C -5.9048 1.4722 2.2086
C -5.4877 0.1531 2.1420
C -4.1457 -0.1592 2.1359
C -3.1764 0.8544 2.1968
C -1.7460 0.6085 2.1960
O -0.9322 1.7228 2.2620
C 0.4413 1.5465 2.2731
C 1.0322 0.2614 2.2156
C 2.4344 0.1520 2.2330
C 3.2256 1.2735 2.3021
C 2.6430 2.5289 2.3571
C 1.2742 2.6635 2.3433
C 0.1676 -0.8497 2.1431
C -1.1887 -0.6733 2.1342
C -3.6223 2.1807 2.2638
C -4.9644 2.4856 2.2696
H -6.9570 1.7125 2.2134
H -6.2255 -0.6314 2.0950
H -3.8358 -1.1878 2.0843
H 2.8882 -0.8215 2.1914
H 4.2988 1.1816 2.3154
H 3.2640 3.4054 2.4129
H 0.8124 3.6330 2.3879
H 0.5945 -1.8362 2.0981
H -1.8325 -1.5321 2.0814
H -2.8801 2.9603 2.3115
H -5.2855 3.5138 2.3218
H 0.9154 -2.2697 -0.8913
B 1.1730 -2.7317 -1.9441
H 1.9674 -3.5856 -1.7739
H 0.1905 -3.2291 -2.3642
C 1.7109 -1.6589 -2.9172
N 2.1138 -1.8606 -4.2490
C 2.0835 -3.1509 -4.9353
C 2.5426 -0.6408 -4.8034
C 2.4172 0.3223 -3.8462
N 1.9078 -0.2860 -2.6839
C 1.6273 0.3863 -1.4165
H 2.4456 -3.0391 -5.9559
H 2.7161 -3.8685 -4.4144
H 1.0657 -3.5378 -4.9637
H 2.9036 -0.5099 -5.8100
H 2.6609 1.3671 -3.9463
H 1.8653 1.4458 -1.4940
H 0.5741 0.2803 -1.1596
H 2.2277 -0.0512 -0.6202
```

Here are the natural (NBO) charges for atoms 1 to 6, given in e: atom 1 (C): -0.125, atom 2 (C): -0.212, atom 3 (C): -0.144, atom 4 (C): -0.103, atom 5 (C): 0.489, atom 6 (O): -0.404

No. 3
Computed, not measured: a molecular structure, C49H63N2OP2RhTe at a distorted geometry, with the ωB97M-V functional and the def2-TZVPD basis.

The value obtained for the energy above the lowest of the compared OMol25 structures with the same formula, charge and spin is 0.0 kcal per mole. Its max |F| is 0.0568 hartree/bohr. The net charge is +1. The electronic energy is -3150.7562 Ha. The spin multiplicity is 2. The value obtained for the LUMO energy (spin up / spin down) is -4.23 / -4.15 eV.

The geometry in XYZ format:
```
119
C49H63N2OP2RhTe, DFT the ωB97M-V functional and the def2-TZVPD basis
Rh -1.3071 -0.2178 -0.4203
C -1.3117 -4.1042 1.3342
C -2.4080 -3.1288 1.7728
C -3.6728 -3.3264 0.9335
P -1.8134 -1.3959 1.6314
C -0.6264 -1.2128 3.0582
C -0.5719 0.2492 3.5143
C -0.7867 -2.1556 4.2534
C -3.2574 -0.4305 2.1064
C -3.7701 -0.3184 3.3968
C -4.8004 0.5608 3.6782
C -5.2889 1.3690 2.6584
C -4.8097 1.2414 1.3663
C -3.8261 0.2909 1.0561
N -3.3492 0.0707 -0.2510
C -4.1612 0.2773 -1.3739
C -5.5666 0.3266 -1.3190
C -6.3129 0.6255 -2.4426
C -5.6991 0.8752 -3.6678
C -4.3303 0.7234 -3.7573
C -3.5704 0.3922 -2.6341
P -1.8302 -0.0110 -2.7042
C -1.7734 -1.5612 -3.7217
C -2.7993 -2.5426 -3.1416
C -1.9513 -1.3922 -5.2258
C -1.0907 1.2965 -3.7730
C 0.4230 1.0899 -3.8485
C -1.4168 2.6822 -3.2225
H -1.6417 -5.1329 1.4875
H -0.3831 -3.9630 1.8922
H -1.0926 -3.9738 0.2708
H -2.6543 -3.2880 2.8243
H -3.4905 -3.0809 -0.1139
H -4.4901 -2.7014 1.2918
H -3.9891 -4.3697 0.9891
H 0.3369 -1.4393 2.5936
H -1.4277 0.5021 4.1377
H -0.5674 0.9388 2.6660
H 0.3337 0.4196 4.1064
H -1.7645 -2.0635 4.7252
H -0.0399 -1.8975 5.0081
H -0.6353 -3.2008 3.9857
H -3.3563 -0.9138 4.1996
H -5.1917 0.6392 4.6837
H -6.0528 2.1069 2.8709
H -5.1777 1.8924 0.5854
H -6.0731 0.0940 -0.3936
H -7.3920 0.6708 -2.3631
H -6.2795 1.1572 -4.5356
H -3.8399 0.8740 -4.7120
H -0.7768 -1.9731 -3.5404
H -3.8149 -2.2208 -3.3742
H -2.7061 -2.6038 -2.0544
H -2.6511 -3.5420 -3.5547
H -2.9368 -0.9970 -5.4724
H -1.8638 -2.3730 -5.6981
H -1.1887 -0.7496 -5.6655
H -1.5320 1.1944 -4.7669
H 0.8602 1.1186 -2.8456
H 0.8812 1.8868 -4.4379
H 0.6879 0.1345 -4.3116
H -0.9042 2.8430 -2.2755
H -2.4853 2.8175 -3.0564
H -1.0820 3.4499 -3.9242
C 6.8861 -1.6502 5.1469
C 5.8129 -1.1805 4.2020
C 5.2307 0.0710 4.3350
C 4.2374 0.5069 3.4602
C 3.6032 1.8561 3.6950
C 3.8497 -0.3373 2.4232
Te 2.1439 0.2142 1.1976
N 0.1328 1.0618 0.1989
C 0.5848 2.2279 0.2965
O 1.8807 2.3868 0.6267
C -0.2246 3.4643 0.1153
C -1.6129 3.3948 0.1850
C -2.3718 4.5401 0.0070
C -1.7494 5.7580 -0.2412
C -0.3632 5.8330 -0.2853
C 0.4003 4.6904 -0.1017
C 3.0871 -0.0727 -0.6487
C 4.2562 0.6577 -0.9135
C 4.8881 1.6266 0.0609
C 4.8716 0.4800 -2.1479
C 4.3639 -0.3837 -3.1068
C 5.0447 -0.5582 -4.4366
C 3.1934 -1.0753 -2.8178
C 2.5352 -0.9359 -1.6066
C 1.2851 -1.7423 -1.3879
C 4.3883 -1.6199 2.2766
C 3.9121 -2.5905 1.2180
C 5.3705 -2.0124 3.1729
H 7.0413 -0.9369 5.9540
H 7.8293 -1.7784 4.6131
H 6.6205 -2.6146 5.5810
H 5.5418 0.7240 5.1437
H 4.3558 2.5984 3.9601
H 2.8973 1.7981 4.5274
H 3.0616 2.2257 2.8182
H -2.0928 2.4452 0.3859
H -3.4521 4.4825 0.0581
H -2.3471 6.6475 -0.3939
H 0.1211 6.7848 -0.4602
H 1.4811 4.7381 -0.1187
H 4.1755 1.9919 0.7947
H 5.2797 2.4905 -0.4746
H 5.7165 1.1509 0.5905
H 5.7708 1.0470 -2.3640
H 6.0447 -0.1280 -4.4269
H 4.4716 -0.0636 -5.2237
H 5.1239 -1.6139 -4.6973
H 2.7825 -1.7469 -3.5649
H 0.8964 -2.0651 -2.3504
H 0.4906 -1.1476 -0.8967
H 1.4597 -2.6379 -0.7880
H 2.8187 -2.6549 1.2193
H 4.3040 -3.5867 1.4136
H 4.2350 -2.2841 0.2221
H 5.7964 -3.0059 3.0751
```

Here are the Mulliken charges for atoms 1 to 6, given in e: atom 1 (Rh): -1.032, atom 2 (C): -1.338, atom 3 (C): 0.301, atom 4 (C): -1.203, atom 5 (P): 1.582, atom 6 (C): 1.843

No. 4
Computed, not measured: 2 unconnected molecules or ions with the total composition C15H21ClNO5S at a distorted geometry, with the ωB97M-V functional and the def2-TZVPD basis.

Its max |F| is 0.0240 hartree/bohr. The net charge is 0. The electronic energy is -1873.4325 Ha. The spin multiplicity is 2. The value obtained for the LUMO energy (spin up / spin down) is -1.53 / -1.53 eV.

The geometry in XYZ format:
```
44
C15H21ClNO5S, DFT the ωB97M-V functional and the def2-TZVPD basis
C -0.3683 -0.4900 1.5745
C -0.0215 -1.5998 0.5676
C -0.9760 -2.7813 0.8361
C -0.2827 -1.0031 -0.8341
C 0.7308 -1.2821 -1.9519
S 0.8483 0.2866 -2.9288
Cl 0.0660 -2.5286 -3.0791
C 2.1369 -1.6659 -1.4902
C 2.1596 -2.5779 -0.2717
C 1.6980 -4.0015 -0.5830
C 3.6262 -2.6585 0.1838
N 1.3881 -1.9568 0.8188
O 1.6140 -2.4300 1.9858
H -0.3233 -0.8694 2.5862
H 0.3492 0.3167 1.4541
H -1.3524 -0.1079 1.3354
H -0.5566 -3.4862 1.5444
H -1.8794 -2.3859 1.2809
H -1.2528 -3.3077 -0.0699
H -1.2325 -1.3947 -1.1677
H -0.4211 0.0644 -0.7515
H 2.1325 0.2799 -3.3071
H 2.7405 -0.7825 -1.3266
H 2.5923 -2.2261 -2.2979
H 1.9220 -4.6429 0.2597
H 2.2637 -4.3456 -1.4407
H 0.6522 -4.0743 -0.8452
H 3.7876 -3.5020 0.8369
H 4.2713 -2.7322 -0.6824
H 3.8705 -1.7521 0.7256
C -3.0832 3.5633 -0.3731
C -1.7776 3.2773 -0.4456
C -0.7643 3.9491 0.4365
O 0.3992 3.6137 0.3219
C -1.2291 4.9572 1.3776
C -2.5341 5.2472 1.4469
C -3.5500 4.5589 0.5807
O -4.7178 4.8694 0.7186
O -3.0326 6.1537 2.2793
O -1.2762 2.3815 -1.2880
H -3.8198 3.0829 -1.0014
H -0.4915 5.4440 1.9994
H -3.9988 6.1600 2.1273
H -0.3072 2.3792 -1.1421
```

Here are the natural (NBO) charges for atoms 1 to 6, given in e: atom 1 (C): -0.599, atom 2 (C): 0.099, atom 3 (C): -0.627, atom 4 (C): -0.475, atom 5 (C): -0.077, atom 6 (S): -0.014

No. 5
Computed, not measured: a molecular structure, CH3N2O9V2 at a distorted geometry, with the ωB97M-V functional and the def2-TZVPD basis.

Its max |F| is 0.1137 hartree/bohr. The net charge is +2. The electronic energy is -2713.3828 Ha. The spin multiplicity is 2. The value obtained for the LUMO energy (spin up / spin down) is -11.90 / -13.76 eV.

The geometry in XYZ format:
```
17
CH3N2O9V2, DFT the ωB97M-V functional and the def2-TZVPD basis
O 4.2053 -2.9275 -0.5840
V 2.7409 -2.4156 -0.1683
O 1.6556 -3.2863 -0.9533
O -0.0907 0.8147 -3.1533
V 0.1363 -0.6300 -2.6416
O -0.1319 -1.8973 -3.6096
N -0.8968 -1.2326 0.4190
O 0.1951 -1.6579 0.7872
O -1.8581 -1.2724 1.1821
O -0.9635 -0.6963 -0.6486
C -1.1997 2.1882 0.9286
N -0.1230 2.1750 1.9046
O 0.4127 3.1980 2.2237
O 0.2442 1.1121 2.3004
H -1.5447 3.1925 0.6826
H -2.0742 1.6228 1.2503
H -0.7074 1.7125 0.0803
```

Here are the Mulliken charges for atoms 1 to 6, given in e: atom 1 (O): -0.379, atom 2 (V): 1.690, atom 3 (O): -0.427, atom 4 (O): -0.481, atom 5 (V): 1.803, atom 6 (O): -0.468

No. 6
Computed, not measured: a molecular structure, C33H28Cl2NP2SSc at a distorted geometry, with the ωB97M-V functional and the def2-TZVPD basis.

Its max |F| is 0.0307 hartree/bohr. The net charge is +2. The electronic energy is -4090.6108 Ha. The value obtained for the LUMO energy is -6.60 eV.

The geometry in XYZ format:
```
68
C33H28Cl2NP2SSc, DFT the ωB97M-V functional and the def2-TZVPD basis
Sc 0.2166 0.2829 0.1437
Cl -0.3021 0.3503 2.5764
C 0.0326 2.0505 2.9922
C 0.1934 2.3106 4.3338
C 0.4407 3.6196 4.7089
C 0.5281 4.6123 3.7447
C 0.3651 4.3069 2.4025
Cl 0.4830 5.5850 1.2557
C 0.1071 2.9963 1.9784
S -0.1396 2.6489 0.2583
H 0.1148 1.5178 5.0705
H 0.5626 3.8636 5.7598
H 0.7232 5.6411 4.0282
C 4.5361 0.6083 0.4564
P 2.7658 0.1328 0.3730
C 2.3068 0.1649 -1.4123
C 2.5345 1.4308 -1.9923
C 2.3108 1.6386 -3.3381
C 1.7877 0.6115 -4.1262
C 1.4850 -0.6132 -3.5584
C 1.7541 -0.8452 -2.2121
C 2.3976 -1.4850 1.1206
C 2.5161 -1.4316 2.5216
C 2.3135 -2.5577 3.2928
C 1.9178 -3.7518 2.6869
C 1.7509 -3.8102 1.3146
C 2.0069 -2.6900 0.5266
P 5.9742 -0.5086 0.0710
C 5.1901 -1.9273 -0.7933
C 4.8950 -1.7508 -2.1482
C 4.3671 -2.7902 -2.9072
C 4.1585 -4.0366 -2.3269
C 4.4716 -4.2319 -0.9868
C 4.9739 -3.1818 -0.2214
C 6.4098 -1.1674 1.7117
C 7.4701 -2.0755 1.7126
C 7.9512 -2.5997 2.9043
C 7.4011 -2.1991 4.1175
C 6.3766 -1.2685 4.1306
C 5.8812 -0.7604 2.9310
H 4.7174 1.0603 1.4343
H 4.6084 1.4257 -0.2495
H 2.8794 2.2531 -1.3797
H 2.5166 2.6103 -3.7727
H 1.6080 0.7771 -5.1846
H 1.0617 -1.4089 -4.1625
H 1.5603 -1.8279 -1.8262
H 2.7651 -0.4939 3.0051
H 2.4465 -2.5083 4.3680
H 1.7438 -4.6371 3.2924
H 1.4574 -4.7398 0.8384
H 1.9666 -2.8096 -0.5420
H 5.1034 -0.7919 -2.6223
H 4.1577 -2.6397 -3.9631
H 3.7835 -4.8609 -2.9257
H 4.3271 -5.2087 -0.5331
H 5.2028 -3.3474 0.8253
H 7.9255 -2.3748 0.7719
H 8.7718 -3.3086 2.8879
H 7.7883 -2.5955 5.0493
H 5.9648 -0.9280 5.0766
H 5.0961 -0.0141 2.9684
C -4.4054 -0.1596 -0.2516
C -2.9457 -0.2718 -0.2532
N -1.8108 -0.3821 -0.2899
H -4.7106 0.5743 0.4923
H -4.8499 -1.1248 -0.0136
H -4.7487 0.1628 -1.2344
```

Here are the natural (NBO) charges for atoms 1 to 6, given in e: atom 1 (Sc): 1.459, atom 2 (Cl): 0.077, atom 3 (C): -0.053, atom 4 (C): -0.226, atom 5 (C): -0.169, atom 6 (C): -0.189

- Among the records above, which one has the lowest electronic energy?
  C33H28Cl2NP2SSc

- What is the net charge in the first record?
  +3

- Which value of electronic energy does entry 5 give?
  -2713.3828 Ha